The following is a DFT calculation (ωB97M-V/def2-TZVPD) of C17H21N5O2Pb as an isolated structure.

```
46
Properties=species:S:1:pos:R:3:mulliken_charge:R:1
N 0.723 3.041 -2.160 -0.393
C 0.650 4.123 -2.589 0.367
C 0.667 5.443 -3.166 -0.855
H 1.690 5.845 -3.135 0.331
H 0.003 6.110 -2.602 0.332
H 0.333 5.394 -4.213 0.327
N -2.721 -1.325 -2.486 -0.379
C -3.506 -1.721 -3.244 0.358
C -4.501 -2.221 -4.167 -0.865
H -5.505 -1.922 -3.842 0.314
H -4.458 -3.316 -4.214 0.311
H -4.318 -1.816 -5.169 0.305
N 2.840 -1.302 -2.158 -0.397
C 3.657 -2.019 -2.583 0.365
C 4.715 -2.807 -3.157 -0.843
H 4.343 -3.332 -4.048 0.326
H 5.073 -3.543 -2.424 0.331
H 5.546 -2.147 -3.447 0.330
Pb 1.271 0.614 -2.645 1.479
C 0.081 -1.684 -2.490 0.211
O -0.103 -2.808 -2.607 -0.072
C -1.256 1.093 -2.483 0.214
O -2.241 1.667 -2.584 -0.065
C -0.934 1.079 1.118 -0.961
C 0.490 0.984 1.359 0.097
C 1.110 -0.347 1.289 -0.209
C 0.277 -1.461 1.063 -0.752
C -1.085 -1.320 0.947 -0.343
C -1.680 -0.045 0.967 -0.248
H -1.357 2.085 1.101 0.497
H 1.133 1.798 1.004 0.521
H 2.201 -0.401 1.138 0.545
H 0.777 -2.426 0.947 0.588
H -1.724 -2.197 0.926 0.507
H -2.765 0.034 0.954 0.566
C -1.098 0.645 5.786 -0.709
N 0.069 0.214 4.988 0.084
C 1.028 -0.604 5.734 -0.790
C 0.070 0.311 3.686 0.482
N 0.875 0.498 2.715 -0.036
H -0.854 0.386 6.819 0.276
H -1.998 0.097 5.480 0.394
H -1.252 1.727 5.712 0.362
H 0.946 -1.673 5.478 0.377
H 2.064 -0.267 5.619 0.369
H 0.724 -0.486 6.782 0.353
```

Computed properties:
Net charge = +4
Largest force on an atom = 5.85 eV/A
Energy = -34714.550 eV
HOMO level (alpha / beta) = -21.13 / -21.13 eV
Frontier orbital gap (alpha / beta) = 5.960 / 5.958 eV
Multiplicity = 1